[1]
# C24H36F5NO20SSi

7 unconnected molecules or ions with the total composition C24H36F5NO20SSi (ωB97M-V/def2-TZVPD, the Open Molecules 2025 dataset).

Multiplicity: 1
HOMO (eV): -9.573
Lowest unoccupied orbital energy (eV): 0.21

```
88
Properties=species:S:1:pos:R:3:lowdin_charge:R:1
C -1.92 -2.57 0.78 -0.111
C -2.62 -1.28 1.25 -0.332
N -1.94 -0.59 2.37 -0.125
Si -0.25 -0.24 2.11 0.614
C 0.62 0.41 3.64 -0.308
C 0.04 1.74 4.17 -0.158
S 0.19 1.01 0.32 0.637
O 0.04 0.14 -0.82 -0.357
O 1.56 1.48 0.39 -0.345
C -1.04 2.39 0.01 -0.534
F -1.14 2.57 -1.28 0.163
F -2.23 1.97 0.43 0.116
C -0.77 3.74 0.72 -0.637
F -1.43 4.68 0.03 0.155
F 0.47 4.10 0.74 0.222
F -1.29 3.76 1.91 0.198
H -1.27 -2.30 -0.06 0.053
H -1.36 -3.06 1.57 0.071
H -2.67 -3.23 0.36 0.072
H -2.80 -0.65 0.37 0.095
H -3.61 -1.57 1.61 0.105
H -2.45 0.26 2.60 0.074
H 0.40 -1.53 1.80 0.038
H 1.66 0.53 3.33 0.035
H 0.57 -0.34 4.43 0.079
H 0.54 1.96 5.12 0.070
H 0.38 2.54 3.49 0.060
H -1.03 1.72 4.29 0.041
C 5.04 -0.46 0.19 -0.117
C 5.49 0.85 0.78 -0.118
O 4.56 1.05 1.84 0.064
C 4.07 -0.17 2.20 -0.555
O 3.40 -0.37 3.16 0.138
O 4.46 -1.12 1.31 0.071
H 5.87 -1.05 -0.21 0.133
H 4.28 -0.34 -0.58 0.130
H 6.50 0.80 1.20 0.133
H 5.44 1.67 0.07 0.133
C -0.23 -3.48 -3.47 -0.113
C -1.61 -3.16 -3.98 -0.108
O -2.41 -4.19 -3.38 0.062
C -1.74 -4.64 -2.28 -0.576
O -2.21 -5.37 -1.47 0.151
O -0.49 -4.13 -2.23 0.058
H 0.38 -2.59 -3.33 0.115
H 0.31 -4.17 -4.13 0.127
H -1.97 -2.19 -3.62 0.132
H -1.68 -3.18 -5.06 0.129
C 2.08 0.54 -4.17 -0.114
C 2.16 0.81 -5.65 -0.116
O 2.71 -0.41 -6.16 0.065
C 2.43 -1.39 -5.27 -0.562
O 2.60 -2.55 -5.48 0.160
O 1.92 -0.88 -4.12 0.042
H 1.24 1.04 -3.69 0.132
H 3.00 0.81 -3.64 0.133
H 1.17 0.97 -6.10 0.136
H 2.80 1.66 -5.89 0.133
C -3.35 6.62 1.62 -0.128
C -3.81 6.34 3.03 -0.123
O -4.70 7.43 3.28 0.059
C -5.15 7.88 2.08 -0.563
O -6.03 8.67 1.95 0.169
O -4.46 7.32 1.06 0.063
H -3.14 5.71 1.07 0.107
H -2.47 7.26 1.59 0.138
H -4.36 5.40 3.12 0.134
H -3.00 6.34 3.75 0.133
C 1.66 -5.58 -8.69 -0.120
C 1.19 -5.89 -7.29 -0.120
O 0.28 -4.82 -7.03 0.044
C -0.16 -4.35 -8.22 -0.565
O -1.05 -3.58 -8.35 0.161
O 0.54 -4.89 -9.25 0.063
H 1.89 -6.48 -9.27 0.132
H 2.53 -4.92 -8.71 0.134
H 0.65 -6.84 -7.23 0.134
H 2.00 -5.90 -6.57 0.134
C -1.00 0.23 9.42 -0.120
C 0.38 -0.03 8.85 -0.119
O 0.11 -0.15 7.45 0.062
C -1.04 0.51 7.19 -0.542
O -1.45 0.74 6.09 0.141
O -1.66 0.88 8.33 0.067
H -0.97 0.88 10.30 0.133
H -1.53 -0.68 9.67 0.134
H 1.06 0.81 9.01 0.134
H 0.83 -0.94 9.24 0.133
```

***

[2]
# C18H41AsCrN2O4S4Si

A molecular structure, C18H41AsCrN2O4S4Si (ωB97M-V/def2-TZVPD, the Open Molecules 2025 dataset).

Multiplicity: 5
HOMO (alpha / beta) (eV): -0.967 / -0.996
ΔE to the lowest compared entry with this formula, charge and spin (kcal/mol): 38.96
Total charge: -2
Lowest unoccupied orbital energy (alpha / beta) (eV): 4.13 / 4.12

```
72
Properties=species:S:1:pos:R:3:mulliken_spin:R:1
Cr 1.06 2.27 -0.18 3.162
S 2.67 5.83 -1.90 0.051
As 1.57 4.61 -0.57 0.089
S -0.22 3.72 -1.54 0.158
S 3.20 1.82 0.11 0.453
S 0.99 5.80 1.12 0.117
C 0.68 4.23 4.27 -0.004
C -0.73 3.72 3.98 0.005
N -0.77 2.31 3.63 0.011
C -1.19 1.37 4.65 -0.002
C -0.19 1.19 5.81 0.002
C -0.13 1.87 2.50 0.017
C 0.42 0.47 2.42 -0.019
N 0.04 2.63 1.48 -0.092
H 0.66 5.30 4.49 0.000
H 1.32 4.10 3.39 0.004
H 1.12 3.69 5.11 0.000
H -1.16 4.32 3.17 -0.002
H -1.37 3.86 4.85 0.000
H -1.38 0.42 4.18 0.000
H -2.14 1.73 5.06 0.000
H 0.82 1.06 5.43 0.000
H -0.46 0.31 6.40 -0.001
H -0.20 2.06 6.46 0.000
H -0.19 -0.15 1.76 -0.005
H 0.52 0.00 3.40 0.000
H 1.40 0.54 1.94 0.025
H -0.30 3.59 1.60 0.022
C 1.53 -3.25 0.61 0.000
C 0.05 -3.28 0.20 -0.006
C -0.78 -3.76 1.39 0.000
C -0.15 -4.22 -0.99 0.000
O -0.42 -1.98 -0.11 0.000
Si 0.03 -0.90 -1.30 0.045
O 0.18 0.49 -0.60 -0.038
O -1.11 -1.00 -2.50 0.011
C -2.46 -0.56 -2.51 -0.001
C -2.90 -0.56 -3.98 0.000
C -2.60 0.85 -1.94 -0.003
C -3.32 -1.54 -1.72 0.001
O 1.33 -1.57 -2.06 -0.018
C 2.03 -1.15 -3.23 0.013
C 1.55 -2.05 -4.38 0.000
C 1.78 0.30 -3.60 -0.010
C 3.51 -1.37 -2.95 -0.008
H 1.88 -4.25 0.88 0.000
H 1.67 -2.58 1.46 0.001
H 2.13 -2.86 -0.22 0.002
H -0.46 -4.76 1.71 0.000
H -1.84 -3.80 1.11 0.000
H -0.67 -3.07 2.22 0.000
H 0.19 -5.23 -0.76 0.000
H 0.42 -3.83 -1.84 0.000
H -1.20 -4.25 -1.27 0.000
H -2.31 0.17 -4.54 0.000
H -3.95 -0.30 -4.06 0.000
H -2.73 -1.55 -4.42 0.000
H -1.94 1.54 -2.46 0.005
H -2.33 0.86 -0.89 0.001
H -3.63 1.20 -2.05 -0.003
H -3.33 -2.52 -2.21 0.000
H -4.35 -1.18 -1.63 0.000
H -2.90 -1.66 -0.72 0.000
H 0.46 -1.98 -4.43 0.000
H 1.82 -3.10 -4.18 0.000
H 1.99 -1.75 -5.33 0.000
H 0.72 0.46 -3.84 0.002
H 2.39 0.59 -4.46 0.000
H 2.04 0.95 -2.77 0.005
H 3.69 -2.39 -2.62 -0.001
H 3.83 -0.68 -2.16 0.009
H 4.10 -1.17 -3.85 0.001
```

***

[3]
# C36H37ClN6O2PSn

A molecular structure, C36H37ClN6O2PSn (ωB97M-V/def2-TZVPD, the Open Molecules 2025 dataset).

Multiplicity: 1
HOMO (eV): -10.221
ΔE to the lowest compared entry with this formula, charge and spin (kcal/mol): 4.76
Total charge: +1
Lowest unoccupied orbital energy (eV): -2.69

```
84
Properties=species:S:1:pos:R:3:lowdin_charge:R:1
Sn 0.38 -1.19 1.38 1.524
C 1.54 -2.49 3.39 -0.323
C 1.43 -3.30 2.22 -0.361
C 2.31 -2.77 1.24 -0.360
C 2.97 -1.64 1.82 -0.325
C 2.49 -1.48 3.14 -0.321
C 2.90 -0.40 4.10 -0.028
C 4.08 -0.85 1.19 -0.035
C 2.66 -3.45 -0.05 -0.036
C 0.71 -4.61 2.10 -0.031
C 0.83 -2.72 4.69 -0.032
H 3.76 -0.71 4.71 0.091
H 2.09 -0.16 4.79 0.074
H 3.18 0.51 3.59 0.070
H 5.05 -1.33 1.38 0.096
H 4.14 0.16 1.60 0.064
H 3.97 -0.77 0.11 0.061
H 1.79 -3.63 -0.68 0.064
H 3.13 -4.41 0.14 0.093
H 3.36 -2.85 -0.63 0.072
H 1.37 -5.44 2.35 0.096
H 0.35 -4.78 1.08 0.077
H -0.15 -4.68 2.76 0.064
H 1.47 -3.24 5.40 0.094
H -0.07 -3.33 4.56 0.064
H 0.52 -1.78 5.16 0.077
Cl -0.34 3.50 2.87 0.738
C -0.67 4.63 1.59 -0.612
C -0.64 5.98 1.92 -0.098
C -0.85 6.94 0.95 -0.056
C -1.09 6.56 -0.36 -0.058
C -1.13 5.21 -0.68 -0.088
C -0.94 4.22 0.29 -0.279
P -0.88 2.51 -0.33 0.866
C 0.78 2.47 -1.04 -0.264
C 1.84 2.25 -0.16 -0.080
C 3.14 2.27 -0.64 -0.074
C 3.38 2.51 -1.99 -0.071
C 2.33 2.74 -2.85 -0.071
C 1.02 2.73 -2.38 -0.069
C -2.20 2.41 -1.54 -0.269
C -2.11 1.50 -2.59 -0.074
C -3.16 1.38 -3.48 -0.060
C -4.31 2.14 -3.32 -0.060
C -4.41 3.03 -2.25 -0.057
C -3.35 3.17 -1.37 -0.066
H -0.45 6.26 2.95 0.108
H -0.83 7.99 1.22 0.114
H -1.25 7.30 -1.13 0.112
H -1.33 4.92 -1.70 0.112
H 1.65 2.06 0.89 0.100
H 3.97 2.11 0.04 0.105
H 4.40 2.53 -2.36 0.111
H 2.52 2.95 -3.90 0.112
H 0.20 2.93 -3.06 0.108
H -1.24 0.87 -2.69 0.093
H -3.09 0.68 -4.30 0.105
H -5.13 2.04 -4.01 0.111
H -5.31 3.61 -2.12 0.112
H -3.43 3.87 -0.55 0.115
N 1.70 -0.70 -1.89 0.219
C 0.55 -1.36 -2.10 -0.443
N 0.14 -1.48 -3.36 0.187
C -0.97 -2.20 -3.53 -0.435
N -1.42 -2.37 -4.77 0.181
N -1.69 -2.77 -2.54 0.191
C -1.20 -2.56 -1.33 -0.275
N -0.08 -1.89 -1.04 0.079
C -1.97 -3.12 -0.18 -0.197
C -2.97 -4.06 -0.38 0.014
C -3.66 -4.52 0.73 -0.026
C -3.34 -4.03 1.98 -0.027
C -2.33 -3.09 2.08 -0.126
N -1.65 -2.65 1.02 0.017
H 2.10 -0.20 -2.66 0.112
H 1.97 -0.43 -0.96 0.060
H -0.89 -2.02 -5.55 0.113
H -2.23 -2.94 -4.93 0.112
H -3.19 -4.40 -1.38 0.116
H -4.44 -5.26 0.62 0.119
H -3.86 -4.35 2.87 0.116
H -2.04 -2.66 3.04 0.115
O -0.90 0.55 -0.15 -0.415
O -1.03 1.58 0.93 -0.351
```

***

[4]
# C16H34BN2O4

A gas-phase ion, C16H34BN2O4 (charge +1) (ωB97M-V/def2-TZVPD, the Open Molecules 2025 dataset).

Multiplicity: 1
HOMO (eV): -12.624
Total charge: +1
Lowest unoccupied orbital energy (eV): -5.01

```
57
Properties=species:S:1:pos:R:3:nbo_charge:R:1
C 5.29 1.31 -0.14 -0.632
C 3.71 0.93 -0.40 -0.416
C 2.85 2.08 -1.20 -0.422
C 1.22 1.88 -1.16 -0.435
C 0.62 1.46 0.30 -0.116
C 0.34 -0.12 0.66 0.101
O 1.32 -1.13 0.26 -0.560
C 0.99 -1.59 -1.13 -0.119
C 0.84 -3.22 -1.02 -0.101
O 0.25 -3.88 -2.19 -0.532
C -1.07 -3.37 -2.55 -0.090
C -2.10 -3.10 -1.31 -0.671
C 0.07 0.14 2.29 -0.112
O 1.25 0.34 3.15 -0.696
B -0.74 -1.07 3.07 0.992
C -0.94 -0.94 4.73 -1.013
O -1.31 -2.28 2.46 -0.868
C -0.95 1.44 2.04 0.225
N -0.60 2.13 0.87 -0.114
N -1.28 3.25 0.34 -0.418
C -2.51 2.84 -0.43 -0.257
C -2.54 1.29 -0.96 -0.439
C -3.74 0.93 -2.01 -0.638
H 5.80 0.29 0.22 0.227
H 5.33 2.02 0.82 0.214
H 5.83 1.79 -1.06 0.230
H 3.26 0.61 0.64 0.198
H 3.71 -0.04 -1.09 0.204
H 3.16 3.17 -0.86 0.227
H 3.16 1.98 -2.35 0.236
H 0.83 1.13 -1.99 0.222
H 0.74 2.94 -1.43 0.253
H 1.48 1.85 1.03 0.266
H -0.75 -0.50 0.35 0.206
H 0.08 -1.03 -1.59 0.192
H 1.94 -1.26 -1.78 0.217
H 0.32 -3.50 0.01 0.176
H 1.95 -3.65 -0.92 0.227
H -0.96 -2.44 -3.28 0.176
H -1.58 -4.22 -3.22 0.218
H -1.81 -2.03 -0.86 0.170
H -3.18 -2.97 -1.75 0.244
H -2.10 -3.93 -0.48 0.242
H 1.88 -0.42 2.87 0.503
H -2.08 -1.17 4.96 0.261
H -0.25 -1.77 5.20 0.275
H -0.61 0.15 5.04 0.239
H -1.11 -2.35 1.48 0.489
H -1.87 1.80 2.66 0.262
H -1.65 3.78 1.18 0.389
H -2.62 3.53 -1.41 0.241
H -3.50 2.99 0.22 0.214
H -2.65 0.54 -0.04 0.200
H -1.52 0.98 -1.48 0.212
H -4.56 0.25 -1.47 0.232
H -3.34 0.27 -2.91 0.236
H -4.27 1.90 -2.41 0.232
```

***

[5]
# C45H65BN5P2SeW

A molecular structure, C45H65BN5P2SeW (ωB97M-V/def2-TZVPD, the Open Molecules 2025 dataset).

Multiplicity: 1
HOMO (alpha / beta) (eV): -9.216 / -9.431
Total charge: +1
Lowest unoccupied orbital energy (alpha / beta) (eV): -2.81 / -2.97

```
120
Properties=species:S:1:pos:R:3:lowdin_charge:R:1
W -0.60 -0.34 -0.41 0.927
C -0.65 2.46 4.13 -0.054
C 0.72 1.89 3.74 -0.597
C 1.41 1.25 4.96 -0.070
C 1.60 3.08 3.31 -0.069
P 0.55 0.62 2.37 1.122
C 2.29 0.01 2.12 -0.214
N 2.56 -0.29 0.75 0.008
B 1.60 -0.47 -0.34 -0.590
N 2.43 -0.34 -1.53 -0.062
C 1.89 -0.12 -2.84 -0.255
P 0.14 0.44 -2.62 1.056
C 0.18 2.30 -2.42 -0.584
C -1.23 2.86 -2.27 -0.069
C 1.05 2.61 -1.17 -0.132
C 0.84 3.00 -3.61 -0.067
C -0.65 -0.06 -4.25 -0.660
C -0.92 -1.57 -4.21 -0.115
C 0.28 0.23 -5.43 -0.074
C -1.99 0.65 -4.48 -0.087
C 3.75 -0.09 -1.18 -0.176
C 4.87 0.14 -1.97 -0.011
C 6.08 0.39 -1.33 -0.093
C 6.16 0.42 0.06 -0.093
C 5.04 0.19 0.85 -0.017
C 3.83 -0.05 0.22 -0.166
C -0.45 -0.85 2.95 -0.595
C -1.85 -0.73 2.34 -0.099
C -0.64 -1.00 4.47 -0.075
C 0.23 -2.16 2.50 -0.086
H -0.51 3.13 4.98 0.103
H -1.37 1.70 4.42 0.065
H -1.08 3.05 3.32 0.067
H 1.94 2.03 5.51 0.093
H 2.15 0.49 4.70 0.079
H 0.69 0.80 5.65 0.069
H 1.72 3.72 4.19 0.098
H 1.14 3.69 2.54 0.053
H 2.60 2.78 2.99 0.087
H 2.43 -0.85 2.79 0.101
H 2.96 0.79 2.48 0.089
H 1.89 -1.03 -3.45 0.092
H 2.47 0.63 -3.38 0.097
H -1.81 2.34 -1.51 0.053
H -1.78 2.82 -3.20 0.062
H -1.17 3.91 -1.97 0.100
H 1.42 2.73 0.84 0.114
H 1.35 3.66 -1.29 0.118
H 1.98 2.04 -1.22 0.115
H 0.24 2.90 -4.52 0.069
H 1.85 2.65 -3.81 0.085
H 0.91 4.07 -3.39 0.097
H -0.05 -2.14 -3.89 0.052
H -1.18 -1.89 -5.22 0.096
H -1.74 -1.81 -3.54 0.034
H 1.18 -0.38 -5.41 0.081
H 0.57 1.28 -5.52 0.061
H -0.25 -0.04 -6.35 0.097
H -2.64 0.59 -3.60 0.061
H -2.50 0.14 -5.30 0.096
H -1.87 1.69 -4.77 0.070
H 4.81 0.10 -3.05 0.109
H 6.97 0.57 -1.92 0.103
H 7.12 0.61 0.53 0.103
H 5.12 0.20 1.93 0.107
H -2.33 0.22 2.56 0.088
H -2.48 -1.55 2.71 0.104
H -1.88 -0.85 1.24 -0.024
H -1.17 -0.17 4.94 0.070
H 0.31 -1.15 4.99 0.080
H -1.23 -1.90 4.63 0.099
H 0.57 -2.14 1.47 0.036
H -0.49 -2.96 2.59 0.076
H 1.07 -2.40 3.15 0.094
N -3.73 7.80 1.64 0.169
C -3.03 6.92 1.42 -0.178
C -2.15 5.81 1.15 -0.224
C -2.65 4.51 1.16 -0.011
C -1.80 3.45 0.89 -0.066
C -0.46 3.65 0.60 -0.227
C 0.03 4.96 0.60 -0.033
C -0.80 6.03 0.87 -0.004
C 0.50 2.51 0.28 -0.306
C -0.04 1.15 0.77 -0.418
H -3.69 4.34 1.38 0.123
H -2.19 2.43 0.91 0.097
H 1.07 5.14 0.40 0.128
H -0.41 7.04 0.87 0.126
C 2.38 -7.34 1.44 -0.046
C 1.52 -6.23 0.89 -0.262
C 0.23 -6.02 1.37 -0.017
C -0.59 -5.02 0.86 -0.316
C -1.98 -4.92 1.44 -0.083
C -0.09 -4.19 -0.15 -0.490
Se -1.21 -2.79 -0.86 0.753
C 1.18 -4.43 -0.69 -0.283
C 1.70 -3.66 -1.88 -0.064
C 1.96 -5.43 -0.15 -0.008
H 2.08 -7.61 2.45 0.077
H 3.43 -7.04 1.47 0.079
H 2.30 -8.23 0.82 0.087
H -0.15 -6.65 2.16 0.123
H -2.50 -5.87 1.33 0.087
H -2.58 -4.14 0.96 0.013
H -1.94 -4.70 2.52 0.076
H 1.80 -2.60 -1.65 0.037
H 1.02 -3.75 -2.72 0.070
H 2.67 -4.05 -2.18 0.087
H 2.95 -5.60 -0.57 0.120
C -6.00 -1.52 -0.70 -0.008
N -5.27 -0.35 -1.20 -0.181
C -6.02 0.74 -1.82 -0.014
C -3.98 -0.29 -1.07 -0.233
N -2.83 -0.23 -0.95 0.041
H -6.60 -1.95 -1.50 0.098
H -6.66 -1.23 0.12 0.097
H -5.29 -2.26 -0.35 0.095
H -6.59 0.36 -2.67 0.097
H -5.32 1.50 -2.17 0.093
H -6.70 1.19 -1.10 0.097
```

***

[6]
# C4H5BrN2

A molecular structure, C4H5BrN2 (ωB97M-V/def2-TZVPD, the Open Molecules 2025 dataset).

Multiplicity: 1
HOMO (alpha / beta) (eV): -7.888 / -7.888
ΔE to the lowest compared entry with this formula, charge and spin (kcal/mol): 139.14
Lowest unoccupied orbital energy (alpha / beta) (eV): -0.52 / -0.52

```
12
Properties=species:S:1:pos:R:3:nbo_charge:R:1
C 2.42 0.74 -0.28 0.067
C -0.77 1.44 -0.01 0.224
C 0.77 -0.94 0.47 -0.252
C -0.59 -0.93 -0.24 -0.273
N 1.75 -0.15 0.15 -0.192
N -1.15 0.34 -0.05 -0.188
Br -3.53 -0.27 -0.14 -0.631
H 3.19 1.41 -0.45 0.249
H -0.85 2.46 0.32 0.251
H 0.62 -1.42 1.38 0.222
H -0.61 -1.03 -1.39 0.247
H -1.24 -1.66 0.24 0.275
```

***

Number 1: maximum force 0.0588 hartree/bohr. Number 2: maximum force 0.0387 hartree/bohr. Number 3: maximum force 0.0077 hartree/bohr. Number 4: maximum force 0.1145 hartree/bohr. Number 5: maximum force 0.0307 hartree/bohr. Number 6: maximum force 0.0719 hartree/bohr.